Below is 9 unconnected molecules or ions with the total composition C68H168F2N6O9P3S2, with properties calculated with ωB97M-V/def2-TZVPD.

Properties
Net charge: +7
Total energy in eV: -155501.7155

Structure (XYZ):
```
258
Properties=species:S:1:pos:R:3:forces:R:3
H 4.800 -0.116 -7.104 0.389 -1.305 0.435
H 4.826 -5.457 -4.755 -0.199 -0.260 -0.038
C 9.893 1.070 2.517 0.981 -0.016 -0.400
H -9.963 2.231 -4.282 -0.007 -0.625 0.080
N 0.016 1.712 -3.328 0.827 -0.553 -1.754
H -6.854 -3.920 7.153 -0.493 0.393 -0.042
C 4.748 -6.378 4.006 -0.478 0.490 -1.284
H -5.040 -6.069 -0.926 -0.258 0.477 0.455
C -0.962 3.947 -3.123 0.153 1.338 -0.590
C 1.047 -6.571 -0.567 0.445 0.096 1.640
C 6.377 5.390 -1.023 0.605 -2.034 1.283
H 5.618 -0.366 -4.519 -0.051 0.511 0.142
C 10.937 1.855 1.660 -0.847 0.066 -0.517
C 5.520 -6.878 2.760 0.090 0.354 -0.387
H -0.375 4.318 5.705 0.057 -0.890 -0.330
C -3.522 -0.812 6.103 0.262 1.372 -0.836
H 4.525 -5.320 3.867 0.296 0.445 0.066
C -2.169 1.921 5.672 -0.308 0.674 -0.364
O 4.683 -1.726 -3.305 -0.595 0.043 2.472
H 4.085 -4.102 0.069 0.113 -0.228 -0.211
H 0.658 -6.029 -1.429 0.225 0.197 0.023
C 4.965 -6.522 1.349 0.193 0.875 0.389
C 1.364 6.296 1.560 0.187 -0.271 -0.080
H 10.795 -0.894 2.121 0.555 0.024 -0.281
H -6.408 -3.583 -0.756 -0.847 -0.762 0.083
H 1.954 -1.750 2.364 0.103 -0.385 0.178
H 5.320 -6.470 4.929 -0.166 -0.319 -0.163
H -8.569 -1.420 -2.471 0.187 -0.461 0.157
C 6.917 5.633 1.490 -0.811 -0.357 0.085
H 0.883 6.831 4.381 -0.932 -0.048 -1.357
H 10.324 1.045 3.518 -0.643 0.083 0.250
H -1.248 5.666 4.111 0.373 0.485 -0.174
H 9.004 5.753 -1.118 0.156 -0.764 -0.630
H -5.382 5.110 2.897 -0.034 0.516 -0.987
H -3.542 -0.454 7.133 0.238 0.055 0.088
H -3.387 3.707 5.290 -0.032 -0.128 0.104
H -4.236 -1.565 -0.701 0.508 0.302 -0.185
C -4.629 0.572 -1.251 -0.133 0.252 1.663
O 6.881 4.651 -2.105 0.023 0.647 -0.922
H 3.374 7.677 0.344 -0.421 0.097 0.372
H -5.482 -0.896 0.210 -0.405 0.333 0.005
C -6.134 -3.557 -1.810 0.604 1.620 1.426
O 0.857 1.961 1.605 1.517 -0.151 -1.361
H -5.920 -2.812 -4.960 -0.399 -0.329 -0.032
H -5.349 -5.945 -2.551 0.337 -0.019 -0.529
C 2.988 -6.644 -3.080 1.827 -1.519 1.197
H -3.763 3.138 -1.332 -0.402 -0.448 -0.230
H 8.491 2.655 2.168 0.151 0.400 -0.003
H 4.563 -2.279 0.813 0.358 -0.001 0.187
C -5.153 -2.780 6.475 -0.848 0.289 0.942
H 5.096 -5.456 1.162 -0.102 0.464 0.573
H -2.217 3.447 4.029 0.018 -0.417 -0.223
H -7.130 -3.093 5.551 0.058 -0.678 -0.171
H 2.742 7.912 -1.258 -0.149 -0.284 -0.243
H -3.807 -0.323 3.036 -0.033 0.016 -0.537
H 1.085 -7.607 -0.903 0.037 -0.272 0.362
N 0.600 8.210 0.317 0.522 1.611 -0.404
H -2.762 5.942 4.824 -0.190 0.054 0.658
H -3.991 0.888 0.796 0.616 0.278 0.011
H 8.469 7.020 -0.436 -0.284 0.809 0.747
N 1.542 1.998 -1.058 -5.805 -0.179 0.783
H 3.927 0.877 -6.218 -0.245 0.874 -0.416
H 6.143 3.863 -3.862 0.339 0.267 -0.059
H 2.735 -3.734 -0.932 -0.481 -0.002 0.017
H -1.626 -1.417 3.864 0.153 0.424 0.655
H -5.435 2.422 -5.262 0.107 0.046 0.170
H -2.083 -0.744 1.009 0.178 0.316 -0.078
H -6.042 -0.032 -6.154 -0.125 0.107 0.341
H 5.678 -7.956 2.800 0.209 0.064 0.134
H 0.594 1.849 -2.511 0.254 0.849 1.405
H -7.322 3.288 4.053 0.186 -0.950 0.105
C 4.081 -1.786 1.658 -1.368 -0.824 0.199
H -4.443 -1.746 -3.544 0.162 -0.224 -0.200
H -7.751 0.507 -3.709 -0.309 0.246 -0.218
H 6.075 6.405 -1.280 0.528 0.428 0.187
H 5.887 2.165 2.206 0.096 -1.259 1.208
H -7.411 -2.321 -7.047 0.465 -0.553 0.395
O 3.226 3.450 -0.026 -0.475 -1.452 -0.106
F -0.652 1.489 -0.133 1.007 0.460 -0.436
H -0.752 0.057 3.280 -0.004 -0.138 0.038
C -1.636 -1.342 1.802 -0.120 -0.815 0.078
C -5.771 -1.088 -6.162 -1.557 -0.044 0.944
H 6.363 4.766 1.850 -0.227 0.255 0.436
C -8.031 0.608 -2.660 1.348 -0.704 -0.109
H 9.297 -0.889 2.776 -0.154 -0.520 0.404
H -5.726 0.801 4.470 0.086 -0.406 0.474
C -9.991 2.217 -3.192 0.536 0.317 1.126
H 2.559 0.886 -4.688 0.373 0.500 -0.350
H -3.710 0.468 -1.828 0.281 0.144 0.218
H 7.917 1.631 3.440 0.096 -0.372 0.225
H 4.974 4.756 -2.927 -0.212 -0.059 0.206
P 2.797 -6.081 -0.221 -1.348 1.124 -1.830
H 2.458 6.144 3.984 0.017 -0.022 1.098
H -1.654 4.487 6.808 -0.284 -0.050 0.123
H -6.783 4.352 1.944 0.738 -0.200 -0.535
H -7.105 5.492 3.082 0.143 -0.035 0.833
H -5.095 -1.653 4.760 0.294 0.579 -0.454
H 0.018 0.703 -3.369 -1.421 -0.580 -0.009
C -5.041 1.595 4.767 0.339 -1.042 0.198
H 5.571 -6.881 0.517 0.094 -0.870 0.305
C 3.007 -4.244 -0.008 -0.252 -0.118 1.250
H -5.237 -0.243 -3.767 -0.255 0.330 0.820
C 5.814 -1.898 -2.418 0.151 0.240 -0.301
H -2.565 -6.191 -1.157 -0.435 0.053 0.478
C -4.677 -4.101 -1.775 0.137 0.857 -0.513
C 1.805 7.002 3.825 2.257 -0.232 0.774
H 3.391 -7.944 1.129 -0.378 -0.088 -0.035
H 7.867 4.213 0.154 -0.527 -0.209 -0.095
H -7.452 1.435 -2.249 0.525 -0.286 0.181
C 2.870 -5.351 -3.766 -1.403 1.518 -1.168
H 2.208 7.909 4.276 0.293 -0.259 0.121
C 6.013 4.761 -3.258 -0.161 -0.390 0.453
H 3.257 6.285 -0.655 -0.266 -0.042 -0.338
N 8.649 6.050 -0.220 -0.288 -0.427 -0.752
H 0.657 1.931 -4.078 -0.109 0.853 -0.779
H -5.871 -2.262 -7.996 -0.473 0.078 -0.203
C -2.173 -6.715 1.876 1.610 0.110 -0.160
H 6.213 6.434 1.265 0.106 0.330 0.892
H 11.260 2.813 2.067 -0.583 -0.003 0.598
H -5.609 -0.736 6.177 -0.135 0.004 -0.138
H -1.937 -3.423 2.506 -0.194 -0.044 0.050
C -6.304 3.627 3.862 -0.711 -0.430 3.058
H -2.080 -3.210 0.764 0.140 -0.046 -0.057
C -4.471 1.493 0.026 -0.077 -1.897 -1.383
H -2.576 -1.326 5.936 -0.245 -0.656 0.103
C -1.728 5.720 5.089 0.145 1.043 -0.731
C -2.330 -2.767 1.728 0.461 1.257 0.196
H -2.241 0.910 -4.616 0.300 -0.249 0.295
C -4.870 -1.447 5.807 -0.392 -0.792 -0.318
C -6.388 4.691 2.901 0.035 1.684 -2.195
C -9.463 0.966 -2.412 -1.353 0.688 -1.547
H -1.524 -7.623 0.017 0.234 -0.062 -0.091
C -1.270 2.493 -3.324 -2.576 -2.020 1.811
H 4.791 -4.271 -3.499 -0.137 0.082 0.085
H 3.608 -7.244 -3.746 0.338 -0.342 0.326
H 2.994 0.017 -3.383 1.225 -0.161 0.569
C -6.221 -1.773 -4.825 1.612 -0.673 -0.118
H 0.586 -6.073 1.648 0.558 -0.321 -0.155
C -3.261 -6.292 -1.989 0.786 1.169 -0.959
H 2.114 -1.745 0.632 -0.026 0.575 -0.110
C 8.388 1.609 2.457 1.771 0.660 0.607
H 6.621 -2.443 -2.908 -0.327 -0.694 0.042
H 2.104 -7.274 -2.976 -0.312 0.544 0.053
H -7.084 -0.894 -7.796 0.488 -0.115 -0.846
H 4.357 -2.260 2.599 0.602 -0.011 -0.096
H -3.055 -7.326 2.069 0.034 -0.022 -0.694
H 1.748 -0.408 -4.203 -0.270 -0.883 -0.689
H 2.177 -5.447 -4.603 0.276 -0.477 -0.492
S 0.623 2.429 0.273 -5.442 0.649 1.069
C -2.366 3.372 5.107 0.685 -0.695 0.300
H 9.393 -0.508 1.230 0.206 -0.243 -0.712
O 2.030 7.200 2.432 -2.081 0.570 -1.544
H -9.426 3.095 -2.878 0.235 0.129 0.011
H 2.956 -6.480 2.046 -0.173 -0.227 0.121
C 3.851 -0.152 -6.570 0.311 3.403 -0.828
O 7.602 0.965 1.521 -0.682 -1.310 0.203
H -2.799 2.857 0.084 -0.099 0.323 0.299
C -4.378 2.209 -5.418 -0.958 0.591 -1.236
H 0.534 6.439 -0.485 0.945 -1.105 -0.188
C -7.802 -0.810 -1.994 -0.117 0.496 0.581
H -4.321 1.257 -5.944 0.316 -0.340 0.417
C -6.547 -1.722 -7.334 -0.091 0.788 0.074
H 2.977 -4.150 2.140 0.281 -0.138 0.105
C -1.045 -7.333 0.952 -0.180 0.793 0.498
H -3.242 -7.336 -2.300 -0.645 0.026 0.223
H -0.853 4.510 -4.049 0.048 -0.284 -0.386
H 2.222 -4.708 -3.170 0.453 0.825 0.535
H 3.100 -1.763 -5.590 -0.260 -0.216 0.923
H 5.439 -2.329 -1.490 0.002 -0.445 -0.406
H 5.473 4.864 -0.715 -0.400 0.153 0.455
H 0.342 6.081 1.874 -0.170 0.049 0.276
H 6.469 -6.342 2.760 0.363 -0.529 0.231
P -6.171 -1.700 -1.956 -0.577 1.395 -2.401
H -5.452 1.996 5.693 0.391 -0.045 0.288
H 11.909 1.392 1.488 -0.255 -0.678 0.095
C 4.180 -4.716 -4.284 -0.036 -0.317 0.407
H 4.424 -0.752 1.666 -0.698 0.011 0.037
C -5.067 -0.866 -0.797 -0.186 -0.048 -0.100
H -4.624 -3.609 6.005 0.258 0.062 0.319
H -3.985 2.954 -6.109 -0.005 0.213 -0.040
C 6.331 1.598 1.387 0.331 1.804 -1.395
H 4.494 -5.698 -1.749 0.132 0.038 -0.262
O 0.071 3.758 0.174 1.191 -1.018 -0.776
H -4.207 -3.663 -0.894 0.065 -0.322 0.348
H -10.999 2.442 -2.844 -0.106 -0.238 -0.263
H 1.889 5.341 1.530 0.086 -0.169 -0.109
H -0.067 8.339 1.064 -0.623 -0.625 0.396
C -5.221 2.610 3.633 0.727 -0.616 -1.147
H -2.823 1.159 2.655 -0.397 0.105 0.234
H -5.438 2.056 2.720 -0.106 -0.220 -0.163
C -3.822 2.818 -0.291 -0.081 0.378 0.720
C 2.744 7.218 -0.418 -1.028 -0.501 0.272
H -5.279 1.163 -1.896 -0.452 -0.730 -0.173
H -2.007 2.542 -5.264 -0.186 -0.281 -0.734
H -5.444 1.675 0.482 -0.327 -0.148 -0.450
H -6.013 4.123 4.788 -0.146 -0.032 0.535
H -4.288 3.113 3.377 -0.008 0.347 0.179
H -7.299 -1.781 -4.662 -0.011 0.357 -0.265
H -1.280 6.470 5.741 -0.227 0.550 -0.541
O 3.483 0.949 0.137 -1.547 1.499 0.149
H -0.046 4.144 -2.566 0.134 -0.463 0.148
C 4.922 -1.205 -4.530 0.421 0.355 -2.158
H 3.740 -6.785 4.082 0.206 -0.615 0.365
H -2.373 -5.729 1.456 -0.703 -0.051 -0.080
H -1.805 -6.507 2.880 0.385 -0.058 0.083
H 9.418 5.936 0.425 0.270 0.363 0.500
H 7.715 5.867 2.195 -0.263 0.252 0.053
C -1.636 -0.572 3.175 -1.186 -1.083 -1.500
H 6.335 -0.997 -2.096 -0.543 0.795 -0.342
C 2.541 -2.163 1.544 1.247 0.958 -1.336
H 4.014 -3.962 -5.053 -0.233 0.057 0.118
H -4.515 3.492 0.213 0.829 0.872 0.011
C 1.296 6.899 0.144 1.163 0.652 1.143
H 5.588 1.045 0.812 0.470 -0.408 0.480
H -4.067 -3.698 -2.584 -0.113 -0.047 -0.468
C -2.328 1.973 -4.391 0.388 1.878 -1.025
H 3.105 -0.154 -7.364 -0.333 -0.477 0.413
C 3.625 -0.851 -5.304 0.488 -2.519 0.902
C -1.460 4.426 5.738 -0.382 -0.934 1.179
C -6.675 -3.036 6.540 0.806 0.790 -1.027
H -2.730 -5.769 -2.785 0.135 0.029 -0.422
H -2.368 1.969 6.742 0.330 -0.111 0.183
C -2.933 0.278 3.287 0.992 -1.044 1.446
C 2.423 -3.662 1.338 -0.008 -1.066 0.272
C 3.496 -6.860 1.179 0.173 -0.514 0.766
H -7.073 -2.078 6.874 -0.499 -0.446 0.923
H -9.604 1.157 -1.349 -0.160 -0.180 0.028
N 2.684 -0.054 -4.342 -0.324 0.111 -0.353
H -4.690 -1.067 -6.300 0.118 -0.568 0.115
C 7.412 5.203 0.177 0.942 1.112 -2.899
O -3.725 2.292 -4.182 2.510 -0.544 1.391
H -6.885 -4.023 -2.448 0.215 -0.027 -0.011
C -5.436 -1.297 -3.571 0.037 0.102 -0.810
H -4.945 -2.630 7.534 0.849 -0.585 0.073
N 9.897 -0.434 2.102 -1.196 1.552 0.717
H 1.411 -4.015 1.535 -0.234 0.228 -0.419
H -1.707 2.041 -2.433 -0.053 0.616 0.692
H 4.321 -7.364 -1.386 -0.085 -0.356 -0.366
F 3.708 1.963 -1.896 -0.533 0.582 -0.527
H 6.142 5.676 -3.836 0.456 -0.039 0.030
C 3.747 -6.490 -1.694 -0.001 -0.236 -0.546
H -1.706 4.534 -2.586 -0.429 -0.646 0.084
H 10.483 2.088 0.697 0.140 -0.117 -0.262
H 1.260 8.951 0.506 0.619 0.419 0.149
P -3.330 0.692 5.037 -2.360 2.050 -1.027
H -0.311 -5.342 0.374 -0.478 0.197 0.392
H 0.179 8.446 -0.570 -0.490 0.421 -0.224
H -0.625 -8.231 1.407 -0.011 -0.032 -0.055
H -10.094 0.141 -2.743 -0.153 -0.203 0.379
H -1.168 1.541 5.470 0.169 0.083 0.284
S 2.891 2.115 -0.495 10.101 -0.398 1.073
C 0.122 -6.293 0.686 -1.360 -0.440 -0.866
H -0.601 -1.562 1.540 0.164 0.307 -0.142
H -3.419 -2.740 1.751 -0.051 0.086 0.364
H 5.399 -1.936 -5.182 0.183 -0.225 -0.249
C -4.622 -5.599 -1.817 -0.495 -2.060 0.743
H 6.549 2.496 0.810 -0.010 0.174 -0.953
H -8.119 -0.637 -0.966 -0.018 -0.557 0.277
```
Positions in Å, forces in eV/Å.